No. 1
{"formula": "C31H31NO21S", "method": "the ωB97M-V functional and the def2-TZVPD basis", "symbols": ["C", "C", "C", "N", "C", "C", "C", "O", "C", "O", "S", "O", "O", "O", "H", "H", "H", "H", "H", "H", "H", "H", "H", "H", "H", "H", "H", "H", "H", "O", "C", "C", "C", "O", "C", "O", "C", "C", "O", "H", "H", "H", "H", "O", "C", "C", "C", "O", "C", "O", "C", "C", "O", "H", "H", "H", "H", "O", "C", "C", "C", "O", "C", "O", "C", "C", "O", "H", "H", "H", "H", "O", "C", "C", "C", "O", "C", "O", "C", "C", "O", "H", "H", "H", "H"], "coordinates": [[-3.216, 4.077, 1.926], [-2.842, 3.150, 0.680], [-3.377, 1.641, 0.816], [-3.831, 1.046, -0.473], [-2.719, 0.787, -1.429], [-3.144, 1.326, -2.884], [-3.600, 2.856, -2.918], [-4.933, 3.089, -2.385], [-2.816, -0.827, -1.672], [-1.815, -1.491, -0.863], [-0.455, -0.503, -1.050], [0.381, -0.545, 0.198], [0.330, -0.771, -2.289], [-1.353, 0.937, -0.998], [-2.646, 5.069, 1.880], [-4.339, 4.229, 1.940], [-2.877, 3.518, 2.863], [-3.122, 3.629, -0.310], [-1.694, 3.065, 0.680], [-4.313, 1.706, 1.483], [-2.653, 0.967, 1.400], [-4.310, 0.164, -0.239], [-3.995, 0.694, -3.329], [-2.254, 1.201, -3.579], [-3.664, 3.144, -4.029], [-2.827, 3.567, -2.469], [-5.532, 2.374, -2.685], [-3.843, -1.292, -1.757], [-2.376, -0.894, -2.737], [-0.421, -0.443, 4.332], [0.774, -0.202, 4.423], [1.663, -0.198, 3.261], [2.966, 0.053, 3.402], [3.803, 0.061, 2.332], [3.563, 0.335, 4.739], [4.760, 0.541, 4.832], [2.669, 0.355, 5.901], [1.366, 0.108, 5.758], [0.522, 0.126, 6.824], [1.218, -0.407, 2.297], [4.684, 0.265, 2.697], [3.111, 0.578, 6.863], [-0.360, -0.083, 6.463], [4.502, -5.682, 0.490], [5.104, -4.639, 0.301], [4.551, -3.333, 0.669], [5.236, -2.213, 0.429], [4.736, -0.997, 0.768], [6.579, -2.246, -0.219], [7.167, -1.202, -0.438], [7.143, -3.554, -0.565], [6.459, -4.674, -0.322], [6.967, -5.894, -0.634], [3.575, -3.323, 1.136], [5.417, -0.352, 0.490], [8.126, -3.566, -1.018], [6.284, -6.536, -0.363], [-1.457, -7.331, 5.334], [-0.852, -6.292, 5.135], [-1.396, -4.982, 5.500], [-0.708, -3.865, 5.250], [-1.202, -2.645, 5.587], [0.633, -3.910, 4.590], [1.230, -2.872, 4.358], [1.186, -5.223, 4.247], [0.497, -6.338, 4.502], [0.996, -7.562, 4.193], [-2.368, -4.965, 5.975], [-0.525, -1.993, 5.303], [2.164, -5.244, 3.786], [0.311, -8.199, 4.473], [-3.183, 4.335, -5.609], [-2.578, 4.714, -6.598], [-1.136, 4.512, -6.763], [-0.509, 4.958, -7.854], [0.825, 4.777, -8.024], [-1.243, 5.675, -8.936], [-0.634, 6.083, -9.907], [-2.690, 5.856, -8.781], [-3.317, 5.407, -7.692], [-4.656, 5.564, -7.534], [-0.614, 3.993, -5.971], [1.035, 5.188, -8.885], [-3.214, 6.362, -9.580], [-4.865, 5.159, -6.670]], "forces_ev_per_angstrom": [[0.3, -0.8, -0.4], [1.5, -0.3, 0.3], [-1.1, 1.1, 1.3], [1.7, 0.5, 1.3], [-3.0, -4.0, -1.6], [0.9, 1.5, 0.5], [-0.2, -0.4, -1.9], [0.7, -0.4, 0.0], [1.7, 0.9, -3.4], [1.0, 1.6, -0.3], [2.7, -0.7, 2.1], [-3.1, 0.2, -3.5], [-3.2, 1.1, 2.7], [0.3, -0.9, -0.7], [-1.0, -1.4, 0.0], [1.4, 0.0, 0.2], [-0.6, 0.9, -1.1], [0.0, -0.7, 1.3], [-1.6, 0.2, -0.2], [1.2, -0.2, -1.0], [-0.7, 1.1, -0.9], [0.6, 0.6, -0.2], [1.2, 0.7, 1.0], [-1.0, 0.2, 0.8], [0.4, -0.6, 1.8], [-1.3, -1.1, -0.2], [0.7, 0.6, 0.2], [1.3, 0.4, 1.0], [-0.9, -0.3, 1.2], [0.1, 0.4, 0.4], [0.3, 0.0, -1.1], [-0.5, 0.1, 0.2], [0.3, 0.1, -1.2], [-1.5, 1.3, 3.1], [0.1, 0.1, 0.6], [-0.2, -0.1, -0.3], [0.3, 0.0, -0.1], [-0.2, 0.1, 1.1], [0.2, -0.2, -1.2], [0.0, 0.0, 0.0], [-0.1, -0.1, 0.0], [0.0, 0.0, 0.0], [0.0, 0.1, 0.1], [0.4, -0.1, -0.1], [-0.7, 0.3, 0.4], [0.0, -0.4, 0.0], [-0.8, 0.9, 0.4], [2.0, -2.1, -2.2], [0.7, -0.2, -0.3], [-0.3, 0.0, 0.2], [0.0, 0.4, 0.0], [0.9, -0.7, -0.5], [-0.9, 0.7, 0.4], [0.0, 0.0, 0.0], [-0.1, -0.1, -0.1], [0.0, 0.0, 0.0], [0.1, 0.0, 0.0], [0.4, -0.1, -0.2], [-0.7, 0.3, 0.4], [0.0, -0.5, -0.1], [-1.0, 1.0, 0.6], [1.1, -1.2, -0.3], [0.6, -0.2, -0.3], [-0.2, -0.3, 0.3], [0.0, 0.4, 0.0], [0.9, -0.8, -0.5], [-0.9, 0.7, 0.5], [0.0, 0.0, 0.0], [-0.6, 0.0, -0.1], [0.0, 0.0, 0.0], [0.1, 0.0, 0.0], [-0.1, 0.3, -0.6], [0.6, -0.3, 0.3], [-0.4, 0.0, 0.3], [1.2, -0.4, 0.4], [-1.2, 0.4, -0.4], [-0.5, 0.4, -0.5], [0.2, -0.2, 0.3], [0.3, 0.0, -0.2], [-1.1, 0.4, -0.4], [1.1, -0.4, 0.4], [0.0, 0.0, 0.0], [0.1, 0.0, 0.1], [0.0, 0.0, 0.0], [-0.1, 0.1, -0.1]], "homo_energy_ev": -9.25, "lumo_energy_ha": -0.0676, "orbital_gap_ev": 7.409}

No. 2
{"formula": "C6H12BrNNaO2PS", "method": "the ωB97M-V functional and the def2-TZVPD basis", "symbols": ["N", "C", "C", "C", "C", "C", "C", "Br", "P", "O", "O", "S", "H", "H", "H", "H", "H", "H", "H", "H", "H", "H", "H", "H", "Na"], "coordinates": [[-0.655, 2.572, 1.744], [-1.278, 2.195, 0.684], [-1.351, 0.745, 0.180], [0.052, 0.081, -0.102], [-0.245, -1.214, -0.955], [-0.208, -2.541, -0.127], [0.979, -2.644, 0.889], [0.305, -3.658, 2.484], [1.138, 1.113, -1.183], [0.476, 1.146, -2.760], [1.418, 2.661, -0.601], [2.907, 0.249, -1.321], [-0.754, 3.583, 1.863], [-1.779, 2.991, 0.078], [-2.051, 0.717, -0.706], [-1.866, 0.147, 0.981], [-1.275, -1.148, -1.416], [0.466, -1.267, -1.812], [-0.079, -3.385, -0.855], [-1.192, -2.735, 0.363], [1.776, -3.264, 0.418], [1.418, -1.675, 1.193], [-0.479, 1.023, -2.677], [2.292, 2.671, -0.198], [-0.013, 1.636, 3.836]], "forces_ev_per_angstrom": [[-0.7, -0.2, 0.4], [0.1, -0.1, -0.3], [-0.1, 0.4, 0.6], [-0.7, 1.5, -1.5], [0.2, 0.3, 0.2], [0.2, -0.3, -0.4], [-0.2, -0.4, -1.0], [0.6, 0.5, -0.4], [0.5, -1.8, 0.4], [0.6, 1.0, 1.7], [-1.5, -0.9, -0.8], [-0.3, 0.4, -0.1], [0.1, -0.2, -0.3], [0.4, -0.7, 0.2], [0.4, 0.2, 0.6], [0.3, 0.4, -0.6], [0.8, -0.1, 0.3], [-0.4, -0.2, 0.7], [-0.2, 0.6, 0.6], [0.8, 0.4, -0.1], [-0.5, 0.4, 0.7], [-0.6, -0.5, 0.0], [0.0, 0.0, 0.0], [0.2, -0.3, -0.2], [0.0, -0.2, -0.8]], "homo_energy_ev": -6.36, "lumo_energy_ha": -0.0708, "orbital_gap_ev": 4.439, "e_above_lowest_kcal_mol": 39.2}

No. 3
{"formula": "C3H3FO2", "method": "the ωB97M-V functional and the def2-TZVPD basis", "symbols": ["C", "C", "F", "C", "O", "O", "H", "H", "H"], "coordinates": [[-1.162, 0.545, 0.341], [-0.393, -0.510, 0.009], [-0.938, -1.579, -0.593], [1.080, -0.553, 0.033], [1.609, -1.506, 0.492], [1.723, 0.487, -0.571], [-0.778, 1.421, 0.877], [-2.258, 0.532, 0.274], [1.117, 1.163, -0.863]], "forces_ev_per_angstrom": [[0.0, -0.7, 0.5], [-2.1, 2.2, -0.6], [0.2, 0.0, 0.4], [-0.2, 0.4, -0.6], [1.3, -0.4, 0.2], [0.6, -0.9, 0.8], [0.3, -0.5, -0.4], [0.6, -0.3, -0.2], [-0.6, 0.2, -0.1]], "homo_energy_ev": -10.60, "lumo_energy_ha": 0.0170, "orbital_gap_ev": 11.065, "e_above_lowest_kcal_mol": 9.7}

No. 4
{"formula": "C2H4FNO", "method": "the ωB97M-V functional and the def2-TZVPD basis", "symbols": ["C", "C", "H", "H", "H", "H", "N", "O", "F"], "coordinates": [[0.623, -0.186, -0.107], [-0.377, 0.866, -0.394], [0.021, -2.184, 1.136], [-0.946, -0.708, 0.902], [-0.103, 1.844, -0.113], [-0.115, 0.703, -1.417], [0.024, -0.833, 0.949], [1.702, -0.380, -0.587], [-1.568, 0.571, 0.061]], "forces_ev_per_angstrom": [[0.0, -1.6, 3.7], [3.3, 0.9, -2.1], [0.9, 5.5, -1.0], [-1.2, 0.1, 0.6], [0.5, 1.1, 0.4], [-1.8, 1.0, -2.1], [1.4, -7.6, 1.5], [0.2, 0.3, -0.7], [-3.3, 0.3, -0.3]], "homo_energy_ev": -10.17, "lumo_energy_ha": 0.0206, "orbital_gap_ev": 10.730, "e_above_lowest_kcal_mol": 67.9}